No. 1
C23H19AlIN3O4S as an isolated structure. Source: the OMol25 dataset; level of theory: the ωB97M-V functional and the def2-TZVPD basis.

For the HOMO energy, the calculation gives -0.2891 Eh. Its energy relative to the best compared isomer or geometry (same formula, charge and spin) is 151.5 kcal/mol. The calculation puts the orbital gap at 7.6192 eV.

Structure (XYZ):
```
52
Properties=species:S:1:pos:R:3:mulliken_charge:R:1
Al 0.81327 -0.92705 0.96370 0.38
O -1.21361 -1.53575 3.26895 -0.60
C -0.41790 -1.77984 2.39690 0.40
O -1.78223 -1.05515 -0.10843 0.11
C -0.45346 -3.12727 1.66868 0.23
C -1.04684 -4.33172 1.99148 -0.85
C -0.87444 -5.38785 1.11066 -0.32
C -0.14333 -5.19197 -0.05882 -0.78
C 0.39696 -3.94548 -0.31502 -0.11
N 0.25350 -2.94266 0.54889 0.07
H -1.61958 -4.41302 2.90726 0.52
H -1.30241 -6.35936 1.32650 0.43
H 0.00963 -5.99819 -0.76389 0.42
H 0.96232 -3.74416 -1.21729 0.42
C 4.78665 4.08515 -2.69753 -1.47
C 3.81689 3.49080 -1.70691 0.95
C 2.85635 2.57120 -2.12348 -0.93
C 1.95160 2.02601 -1.22612 -0.19
C 2.00915 2.41224 0.10733 0.52
C 2.94594 3.34039 0.54439 -0.81
C 3.84449 3.87069 -0.36620 -0.82
S 0.98782 1.64210 1.32530 1.04
O 0.55507 2.64574 2.24636 -0.67
O 1.79980 0.53210 1.88784 -0.49
N -0.11321 0.78881 0.53726 0.40
C -1.48551 1.16229 0.46449 0.54
C -1.96313 2.46053 0.66061 -0.80
C -3.32247 2.71961 0.64078 -1.18
C -4.21714 1.68965 0.43954 -0.78
C -3.77544 0.39459 0.17995 0.80
C -4.78628 -0.65060 0.03442 -0.60
C -4.62690 -1.84050 -0.53079 -0.53
C -3.40644 -2.30695 -1.18778 -0.19
N -2.18123 -1.99131 -1.08647 -0.66
C -2.40722 0.15601 0.14309 0.55
H 5.11081 3.33977 -3.42461 0.37
H 5.66629 4.48717 -2.19552 0.38
H 4.31393 4.90094 -3.24961 0.30
H 2.82366 2.27179 -3.16633 0.38
H 1.20292 1.31445 -1.54686 0.51
H 2.95849 3.63975 1.58706 0.45
H 4.58461 4.58897 -0.03082 0.35
H -1.26341 3.25592 0.86168 0.48
H -3.68346 3.72727 0.80244 0.39
H -5.28501 1.87864 0.47840 0.37
H -5.76834 -0.38931 0.41373 0.33
H -5.47386 -2.50987 -0.60413 0.37
H -3.53447 -3.09453 -1.92553 0.45
I 3.38425 -2.28074 1.51791 -0.07
C 2.44919 -1.21597 -0.17378 -1.02
H 2.50608 -1.95217 -0.97099 0.44
H 3.15766 -0.42119 -0.37865 0.58
```


No. 2
C23H19AuN5O3 as an isolated structure in a non-equilibrium geometry. Source: the OMol25 dataset; level of theory: the ωB97M-V functional and the def2-TZVPD basis.

For the HOMO energy (spin up / spin down), the calculation gives -0.3344 / -0.3344 Eh. As for the total charge: +1. The calculation puts the orbital gap (spin up / spin down) at 3.5252 / 3.5245 eV.

Structure (XYZ):
```
51
Properties=species:S:1:pos:R:3:mulliken_charge:R:1
Au 0.20660 -0.05210 0.26550 0.82
O 7.21040 1.05160 -0.10410 -0.67
C 6.79170 -0.07380 -0.04640 0.45
O 7.17000 -1.21140 0.04410 -0.66
C 5.11220 -0.05220 -0.08360 -0.56
C 4.45070 1.14980 -0.02930 -0.35
C 3.04900 1.12400 0.03730 0.98
N 2.41000 -0.03970 0.05110 -0.43
C 3.03620 -1.20360 -0.04990 1.17
C 4.43330 -1.24970 -0.12040 -0.48
C 2.19810 -2.40840 -0.07550 -0.13
C 2.71230 -3.69220 0.09920 -0.61
C 1.84710 -4.77380 0.06370 -0.45
C 0.49600 -4.55540 -0.16560 -0.74
C 0.06650 -3.24920 -0.33080 0.12
N 0.88600 -2.21460 -0.27440 -0.25
C 2.21690 2.32370 0.06820 -0.08
C 2.75890 3.61070 0.06040 -0.58
C 1.91990 4.70730 0.03230 -0.61
C 0.54590 4.49940 0.01620 -0.74
C 0.08240 3.19730 0.05240 0.41
N 0.88200 2.14200 0.07370 -0.23
H 5.01920 2.06440 -0.03970 0.58
H 4.97630 -2.17790 -0.19620 0.45
H 3.76710 -3.83670 0.27190 0.33
H 2.22470 -5.77100 0.22580 0.46
H -0.20310 -5.37380 -0.22370 0.39
H -0.97290 -3.01400 -0.50370 0.20
H 3.82550 3.75240 0.06830 0.38
H 2.32240 5.70800 0.02490 0.47
H -0.14160 5.32710 -0.03030 0.41
H -0.97910 2.99340 0.06270 0.05
N -3.30370 1.42430 -2.10110 -0.38
C -3.47860 1.77700 -0.79850 0.98
C -3.91920 3.03770 -0.43620 -0.82
C -4.05330 3.39060 0.89870 -0.30
C -3.69050 2.46370 1.88220 -0.71
C -3.24370 1.23400 1.51210 -0.12
N -3.17770 0.85380 0.18260 0.45
H -3.42020 2.15470 -2.78550 0.27
H -2.66750 0.68140 -2.33750 0.18
H -4.13960 3.73870 -1.22410 0.36
H -4.40630 4.36840 1.17070 0.47
H -3.78470 2.70270 2.92900 0.47
H -2.97190 0.45870 2.21020 0.47
C -3.47190 -1.30490 -1.04770 -1.51
C -2.71610 -0.43780 -0.09000 0.37
O -1.78480 -0.89940 0.61580 -0.56
H -3.73540 -2.20900 -0.49340 0.42
H -2.85840 -1.61690 -1.89480 0.40
H -4.38260 -0.82890 -1.39700 0.48
```


No. 3
C23H19BeBrN5 as an isolated structure. Source: the OMol25 dataset; level of theory: the ωB97M-V functional and the def2-TZVPD basis.

For the HOMO energy (spin up / spin down), the calculation gives -0.3721 / -0.3763 Eh. As for the total charge: +1. Its energy relative to the best compared isomer or geometry (same formula, charge and spin) is 11.9 kcal/mol. The calculation puts the orbital gap (spin up / spin down) at 5.8147 / 6.0888 eV.

Structure (XYZ):
```
49
Properties=species:S:1:pos:R:3:mulliken_charge:R:1
Be -0.43867 1.04192 -0.19466 -1.26
C 3.33500 -2.44607 1.74985 -0.46
C 3.69064 -1.13172 1.49217 -0.86
C 2.71822 -0.14505 1.38720 -0.13
C 1.37497 -0.47178 1.53813 -0.60
C 1.02224 -1.79678 1.80981 0.42
C 1.99592 -2.77564 1.91723 -1.02
N 0.34426 0.48901 1.36119 0.62
C -0.44421 0.77018 2.39672 0.64
C -0.16495 0.51098 3.76836 -0.80
C -1.05610 0.91394 4.71665 -0.59
C -2.27851 1.56628 4.37919 -0.59
C -2.59034 1.83023 3.08410 -0.82
C -1.68165 1.43280 2.07205 0.73
N -1.82404 1.55960 0.75394 1.15
N -2.83379 2.12845 0.20263 -1.22
C -2.65039 2.18486 -1.15927 0.33
C -3.66148 2.66497 -1.99324 -0.57
C -3.42396 2.73092 -3.34814 -0.22
C -2.18966 2.31723 -3.84859 -0.94
C -1.24757 1.84538 -2.96053 0.12
N -1.46055 1.77461 -1.64488 0.27
H 4.09446 -3.21212 1.83452 0.44
H 4.73466 -0.86521 1.38692 0.45
H 3.00239 0.88560 1.21622 0.51
H -0.02601 -2.04249 1.93810 0.53
H 1.70922 -3.79717 2.13279 0.42
H 0.76622 0.03024 4.03356 0.47
H -0.82836 0.75506 5.76281 0.42
H -2.95845 1.85061 5.17053 0.40
H -3.50811 2.32489 2.79680 0.49
H -4.59719 2.96882 -1.54664 0.50
H -4.18447 3.09829 -4.02361 0.42
H -1.96331 2.36982 -4.90319 0.42
H -0.27705 1.51294 -3.31087 0.40
C 0.79674 -3.68231 -2.56437 -1.45
C 1.04915 -2.23989 -2.24609 0.50
C 2.20788 -1.57853 -2.64482 -0.36
C 2.40891 -0.24785 -2.31153 -1.02
C 1.42331 0.36941 -1.57531 0.51
Br 1.56923 2.16647 -0.98378 0.00
N 0.29950 -0.22979 -1.19651 0.49
C 0.11534 -1.50629 -1.52485 -0.23
H 1.58774 -4.09022 -3.18896 0.39
H -0.15197 -3.79902 -3.08906 0.36
H 0.73950 -4.27022 -1.64697 0.31
H 2.96747 -2.10377 -3.20960 0.41
H 3.29711 0.29324 -2.60452 0.50
H -0.80930 -1.95484 -1.18147 0.54
```


No. 4
An isolated ion of composition C23H19BrF3OS and charge +1 in a non-equilibrium geometry. Source: the OMol25 dataset; level of theory: the ωB97M-V functional and the def2-TZVPD basis.

For the HOMO energy, the calculation gives -0.4357 Eh. As for the total charge: +1. The calculation puts the orbital gap at 8.1550 eV.

Structure (XYZ):
```
48
Properties=species:S:1:pos:R:3:mulliken_charge:R:1
C 0.04585 -0.00419 3.86192 -1.10
S 0.58811 -0.94852 2.36602 0.66
C -0.43942 -2.36384 2.69019 -1.01
C -0.02668 0.18191 1.01151 0.22
C -1.07593 -0.43208 0.06946 0.04
C -2.38185 0.30132 -0.30220 0.19
C -3.48955 0.46445 0.55671 -0.19
C -4.76846 0.85563 0.07084 -0.56
C -4.97784 1.12388 -1.27690 -0.14
Br -6.65825 1.61688 -1.95544 -0.13
C -3.87591 0.94168 -2.15025 -0.59
C -2.66496 0.50373 -1.67930 -0.56
O -0.79676 -1.52389 -0.45459 -0.56
H 0.87372 -0.14257 4.56433 0.40
H -0.11736 1.06245 3.64373 0.40
H -0.86829 -0.47345 4.24589 0.38
H 0.14694 -3.11342 3.25572 0.38
H -1.27744 -2.03165 3.33006 0.40
H -0.76547 -2.78242 1.74748 0.34
H -0.52326 1.01434 1.62117 0.96
H -3.45727 0.24195 1.63313 0.33
H -5.60271 0.93704 0.77180 0.40
H -4.00063 1.12127 -3.19734 0.47
H -1.89044 0.30084 -2.39558 0.46
F 2.60780 -3.80872 -1.74241 -0.31
C 2.97765 -2.79640 -0.89375 -0.07
C 4.06049 -3.02660 -0.04661 -0.75
C 4.30866 -2.00902 0.86589 0.26
F 5.32042 -2.24082 1.76759 -0.32
C 3.52965 -0.88611 1.01334 -0.31
C 2.38604 -0.71842 0.18934 0.02
C 1.46344 0.45081 0.32383 -0.20
C 1.18263 1.26590 -0.93280 -0.23
C 0.72259 2.55601 -0.68097 -0.69
C 0.25108 3.35333 -1.71388 -0.45
C 0.23111 2.89166 -3.01106 -0.67
C 0.85191 1.66859 -3.25713 0.21
F 0.74359 1.12681 -4.51022 -0.35
C 1.44409 0.88074 -2.27574 -0.37
C 2.17345 -1.67632 -0.81368 -0.91
H 4.61171 -3.93864 -0.09028 0.56
H 3.77590 -0.10558 1.72895 0.52
H 1.79644 1.13584 1.13191 0.94
H 0.73362 2.89528 0.36592 0.38
H -0.24594 4.30206 -1.49079 0.38
H -0.22914 3.41775 -3.85366 0.46
H 1.96248 -0.03647 -2.57109 0.86
H 1.34417 -1.55303 -1.53104 0.84
```